Density functional theory data (ωB97M-V/def2-TZVPD) for a 14-piece molecular cluster, C86H190N19O14 overall.

Last column: Mulliken charge in e.
Element x y z (Å)
C -1.06308 -0.44513 -2.41768  0.13
C -0.32748 -0.70336 -1.15016  2.02
C 0.85040 0.28731 -1.16316  -0.20
C 1.57311 0.34642 0.14879  -0.46
C 0.64508 0.66090 1.23684  -0.92
C -0.57783 -0.21048 1.30326  2.27
N -1.21932 -0.20159 -0.09078  0.43
O -2.42613 -0.98147 -0.03351  1.44
C -1.59761 0.54168 2.27157  -0.53
C -0.22848 -1.56570 1.93596  0.17
C 0.11331 -2.13485 -1.14456  0.60
H -1.58169 0.51657 -2.36505  -0.94
H -1.85691 -1.12414 -2.68006  -0.05
H -0.40363 -0.43123 -3.29459  -0.06
H 0.49724 1.26882 -1.48471  -0.67
H 1.52017 0.04271 -1.98461  0.29
H 2.38983 1.05952 0.13098  0.92
H 2.02575 -0.62978 0.32851  -1.31
H 0.34933 1.71999 1.15763  -0.46
H 1.13615 0.77582 2.20928  0.52
H -2.55738 0.02905 2.26603  -1.09
H -1.78252 1.54011 1.87204  0.26
H -1.19248 0.62843 3.28602  0.30
H 0.64067 -2.10368 1.56279  -0.11
H -1.07350 -2.26637 1.96292  -1.45
H -0.03877 -1.40042 3.00458  0.40
H 1.07439 -2.33053 -0.67692  0.16
H 0.23457 -2.48386 -2.16983  -0.68
H -0.66121 -2.80311 -0.78749  0.18
C -3.42097 2.63532 -0.91108  0.22
O -4.01170 3.67262 -1.27130  -0.82
N -2.07921 2.56391 -0.48017  2.51
N -4.15199 1.39267 -0.67992  -0.15
H -1.53208 3.37410 -0.66265  -0.64
H -1.69483 1.61753 -0.32991  -1.10
H -5.05850 1.36163 -1.10047  0.36
H -3.51729 0.69200 -0.35421  -0.58
C -4.44708 -3.08011 -2.16243  0.15
O -5.16141 -3.95310 -2.67430  -0.73
N -4.93823 -1.73593 -1.91202  -0.21
N -2.99895 -3.32828 -1.89383  0.96
H -4.35259 -1.00404 -1.51918  0.10
H -5.90878 -1.54821 -1.92025  0.23
H -2.52364 -2.59055 -1.36760  -1.25
H -2.57090 -4.15923 -2.25253  -0.33
C -4.12882 -3.35638 2.37622  0.21
O -4.84302 -4.20500 2.91802  -0.78
N -3.83629 -2.02578 3.00305  0.03
N -3.48855 -3.51793 1.09273  0.39
H -4.31156 -1.77997 3.84068  0.05
H -3.50051 -1.27914 2.42227  -0.07
H -3.74097 -4.33753 0.55540  0.29
H -3.24774 -2.65926 0.60124  -0.67
C -3.68149 2.30542 -5.00605  0.16
O -4.23592 2.52272 -3.96475  -0.46
N -4.24480 2.82408 -6.33877  -0.46
N -2.33323 1.68907 -5.10519  0.51
H -5.22008 3.05420 -6.30775  0.27
H -3.93076 2.32357 -7.15606  0.17
H -1.93264 1.37118 -4.23989  -0.15
H -1.89077 1.66162 -6.00349  -0.05
C -0.70590 -4.90825 -5.51512  0.51
O 0.34331 -5.51237 -5.61784  -0.60
N -1.97672 -5.47974 -5.92547  -0.45
N -0.73465 -3.70010 -4.57324  0.86
H -2.80804 -5.17489 -5.47562  0.20
H -1.98426 -6.41585 -6.30916  0.25
H -1.46608 -3.00926 -4.65903  0.13
H 0.17959 -3.40178 -4.27531  -1.07
C -3.94601 -2.99821 8.26725  -1.79
C -3.70069 -2.34907 6.84961  1.69
C -2.95898 -0.96076 6.93344  -0.75
C -1.47109 -1.21183 7.26489  -1.03
C -0.78655 -2.06794 6.24144  -0.10
C -1.46813 -3.38817 6.04205  2.24
N -2.93898 -3.13453 5.81939  0.89
O -3.62874 -4.47397 5.62062  -0.62
C -1.00956 -3.96993 4.71654  -1.40
C -1.14641 -4.37709 7.12522  -1.96
C -5.07709 -2.06672 6.24710  -2.03
H -4.45520 -3.97353 8.21340  0.36
H -4.53053 -2.35544 8.94521  0.43
H -3.04621 -3.15294 8.87105  0.29
H -2.97692 -0.45594 5.96274  -0.34
H -3.38524 -0.31928 7.69705  0.48
H -1.40264 -1.56326 8.30608  0.43
H -1.00249 -0.21752 7.20738  0.46
H 0.27846 -2.09762 6.46923  0.50
H -0.86576 -1.49067 5.31273  -0.78
H 0.07589 -3.95599 4.59590  0.14
H -1.31337 -5.00136 4.57222  0.78
H -1.43225 -3.34479 3.93711  -0.64
H -1.80778 -5.25260 7.10199  0.36
H -0.12122 -4.67648 6.90270  0.46
H -1.22612 -4.02569 8.16004  0.36
H -5.64298 -2.99596 6.07663  0.41
H -5.08806 -1.35124 5.43117  0.25
H -5.54744 -1.48520 7.05107  0.55
H -4.14669 -4.17187 4.85292  0.31
C 0.14510 -5.73255 -2.02591  0.17
C -0.40418 -6.94437 -1.29196  2.39
C 0.64505 -7.98253 -1.01377  -1.56
C 1.45517 -7.75089 0.32569  -0.70
C 0.42169 -7.51828 1.44853  -1.38
C -0.45521 -6.37040 1.22857  2.66
N -1.13637 -6.67030 -0.04492  -0.11
O -2.15204 -5.70912 -0.27789  -0.33
C -1.51283 -6.39183 2.27892  -2.14
C 0.33120 -5.10356 1.33783  -0.18
C -1.44244 -7.61203 -2.21828  -2.39
H 0.52666 -6.07218 -2.98348  0.88
H 0.89736 -5.18455 -1.44840  -0.67
H -0.63699 -5.00549 -2.26732  -0.64
H 0.24959 -9.00019 -0.87753  0.41
H 1.29970 -8.17799 -1.88880  0.47
H 2.20689 -6.96515 0.23195  0.27
H 2.11846 -8.58515 0.57193  0.53
H 0.99267 -7.35589 2.36639  0.49
H -0.17886 -8.42950 1.53578  0.34
H -2.09216 -5.46922 2.21020  -0.11
H -2.18210 -7.23661 2.10216  0.63
H -1.09267 -6.67298 3.25240  0.43
H 1.14960 -5.18388 0.62603  -0.18
H -0.28608 -4.23026 1.12910  -0.93
H 0.77624 -4.93274 2.31607  0.59
H -2.05735 -8.31832 -1.66160  0.55
H -0.92975 -8.26433 -2.93784  0.41
H -2.13689 -6.84674 -2.58975  0.27
H -1.59889 -4.89775 -0.36059  -0.04
C -0.96156 4.07919 -3.05718  -3.31
C -0.05911 5.15470 -2.48301  4.49
C 1.29133 5.04489 -3.19548  -1.65
C 2.22663 6.22016 -2.97101  -0.74
C 1.49390 7.44995 -3.43720  -1.28
C 0.17206 7.69807 -2.71450  1.73
N -0.60326 6.46584 -2.89436  0.21
O -1.89952 6.65440 -2.24952  -0.48
C 0.44849 8.16539 -1.26708  -1.61
C -0.57819 8.85006 -3.44436  -2.04
C 0.07776 4.98869 -0.98232  -2.69
H -1.98380 4.08733 -2.67987  0.25
H -0.52772 3.08371 -2.90723  0.12
H -1.07748 4.18528 -4.14010  0.70
H 1.77669 4.07673 -2.95880  0.35
H 1.16808 4.82497 -4.24892  0.48
H 3.14209 6.01040 -3.52250  0.49
H 2.52842 6.19714 -1.92864  0.25
H 1.25761 7.33190 -4.49836  0.40
H 2.17281 8.32481 -3.33834  0.42
H 0.53661 9.24761 -1.34159  0.52
H -0.36562 7.82558 -0.61756  0.21
H 1.37931 7.76021 -0.85688  0.26
H -1.52671 9.09069 -2.96969  0.38
H 0.02920 9.73704 -3.63005  0.44
H -0.83164 8.48454 -4.44161  0.46
H 0.46497 3.97951 -0.78628  0.12
H -0.84018 5.31737 -0.49311  0.40
H 0.79076 5.64313 -0.49830  0.51
H -2.55748 6.24456 -2.82904  0.33
C -0.99850 -1.72804 -8.52530  -1.21
C -0.51962 -0.46112 -7.84000  2.55
C 0.93407 -0.16324 -8.17006  -1.79
C 1.16377 0.46352 -9.54515  -0.95
C 0.27947 1.72879 -9.60562  -1.70
C -1.17354 1.51173 -9.40604  1.96
N -1.29962 0.78968 -8.08036  0.79
O -2.72074 0.51432 -7.79490  -0.43
C -1.84567 2.88070 -9.22085  -1.87
C -1.82156 0.80854 -10.59325  -1.83
C -0.53388 -0.67296 -6.33064  -2.88
H -0.25120 -1.91688 -9.29816  0.40
H -1.96835 -1.79694 -9.00120  0.28
H -1.07098 -2.50959 -7.75967  0.12
H 1.32031 0.47888 -7.37623  0.38
H 1.44306 -1.13047 -8.08959  0.37
H 0.91874 -0.21565 -10.37113  0.37
H 2.20981 0.74538 -9.64321  0.47
H 0.42672 2.27370 -10.53635  0.54
H 0.63159 2.37651 -8.78903  0.39
H -1.44019 3.56729 -9.97596  0.46
H -2.92378 2.81250 -9.35548  0.35
H -1.63072 3.36673 -8.26768  0.28
H -2.88572 0.71329 -10.40511  0.44
H -1.61720 1.25219 -11.56798  0.38
H -1.52063 -0.23469 -10.71516  0.37
H 0.15046 -1.46255 -6.01289  0.36
H -1.55867 -0.83291 -5.99889  0.82
H -0.16881 0.26901 -5.90957  0.35
H -2.88224 -0.16634 -8.48051  0.31
C 5.30270 -2.40106 -2.81191  -1.96
C 4.18118 -3.02365 -3.65593  2.31
C 3.02200 -2.04585 -3.81441  -0.06
C 3.26678 -0.90253 -4.79438  -1.23
C 3.51576 -1.61169 -6.11643  -1.27
C 4.64944 -2.59635 -6.14022  2.18
N 4.49560 -3.50800 -4.99953  0.18
O 5.49377 -4.44833 -5.02102  -0.53
C 4.50484 -3.42639 -7.41316  -2.09
C 5.98036 -1.86531 -6.22267  -1.89
C 3.63612 -4.22105 -2.81044  -1.63
H 5.90980 -3.22564 -2.42837  0.60
H 4.94567 -1.78334 -1.98412  0.12
H 6.02922 -1.72331 -3.25565  0.20
H 2.10455 -2.55919 -4.08065  -0.31
H 2.85486 -1.57993 -2.84094  -0.18
H 4.16388 -0.37513 -4.44492  0.62
H 2.45674 -0.18316 -4.79153  0.32
H 3.64002 -0.86384 -6.91024  0.86
H 2.60005 -2.15747 -6.35796  -0.11
H 5.39590 -4.05700 -7.53064  0.42
H 3.62670 -4.06065 -7.31460  0.42
H 4.45972 -2.83458 -8.32351  0.33
H 6.17596 -1.27167 -5.32294  0.38
H 6.85351 -2.51262 -6.33118  0.42
H 5.94021 -1.14804 -7.04487  0.45
H 4.27205 -5.10966 -2.82295  0.62
H 2.69986 -4.54288 -3.27996  0.25
H 3.47777 -3.96296 -1.75971  0.12
H 6.34082 -4.02158 -4.76286  0.39
C 5.23047 -1.65662 1.26525  -1.41
C 5.05599 -1.02511 2.60206  3.26
C 3.72454 -1.46637 3.21119  -1.00
C 3.83837 -2.91637 3.90421  0.04
C 4.99256 -2.91093 4.94990  -1.79
C 6.32992 -2.55897 4.32880  1.99
N 6.16254 -1.27576 3.62530  -0.20
O 7.44922 -0.85813 3.02886  -0.49
C 7.24410 -2.33060 5.48980  -2.11
C 6.88933 -3.73571 3.47932  -1.47
C 4.99345 0.44053 2.45206  -2.43
H 4.35005 -1.42108 0.66686  -0.24
H 5.20196 -2.74913 1.32955  0.43
H 6.12074 -1.42800 0.69186  0.62
H 3.53539 -0.82177 4.08178  0.53
H 2.82614 -1.28135 2.62961  -0.61
H 3.93274 -3.70334 3.14253  0.29
H 2.94360 -3.10847 4.48753  0.00
H 4.98799 -3.82812 5.56141  0.43
H 4.84305 -2.11662 5.69331  0.40
H 7.22805 -3.23869 6.10071  0.45
H 8.28849 -2.17179 5.21325  0.42
H 7.06206 -1.41848 6.06455  0.42
H 7.67786 -4.28126 3.98414  0.42
H 6.15291 -4.50685 3.23744  0.35
H 7.18264 -3.41352 2.48306  0.19
H 5.96067 0.89997 2.22364  0.45
H 4.69104 0.95652 3.37011  0.56
H 4.26509 0.72237 1.69616  0.20
H 7.59395 -1.50773 2.31662  0.39
C 1.85099 4.31999 2.51641  -2.13
C 1.77454 4.23991 4.02383  3.59
C 3.07823 3.74067 4.47639  -1.79
C 3.28084 3.87609 5.99753  -0.70
C 3.04955 5.34387 6.39733  -1.41
C 1.71635 5.89801 5.96340  1.86
N 1.64588 5.66837 4.50719  -0.19
O 0.30907 6.08451 4.03868  -0.24
C 0.62398 5.37163 6.87679  -1.37
C 1.75147 7.36164 6.13839  -2.12
C 0.62938 3.27645 4.39326  -0.91
H 2.25695 3.39898 2.10810  0.10
H 2.51022 5.09243 2.13666  0.63
H 0.85102 4.42189 2.08462  0.17
H 3.21518 2.70673 4.17018  -0.19
H 3.83143 4.33214 3.94820  0.76
H 4.31898 3.64567 6.21835  0.52
H 2.62224 3.21281 6.55988  0.29
H 3.79702 5.93529 5.86108  0.45
H 3.25053 5.52092 7.46393  0.38
H 0.86031 5.58098 7.92540  0.47
H -0.33477 5.81810 6.60735  0.30
H 0.55181 4.28325 6.81192  0.24
H 2.49575 7.83134 5.48688  0.46
H 0.81292 7.87643 5.92941  0.38
H 1.98155 7.44271 7.20372  0.42
H 0.75171 2.85347 5.39680  0.44
H 0.53371 2.44268 3.69804  -0.66
H -0.35828 3.76511 4.34880  0.13
H 0.48218 6.76489 3.36259  0.24
C -5.17702 4.31341 6.00724  -1.93
C -3.98892 3.67979 5.21033  1.67
C -4.48426 2.42737 4.45966  -0.58
C -5.39178 2.83757 3.29045  -1.57
C -4.61062 3.69955 2.32644  -0.03
C -4.00569 4.91837 2.98080  1.59
N -3.30678 4.50713 4.21807  1.18
O -2.80903 5.73357 4.90075  -0.71
C -2.84395 5.38777 2.04395  -1.79
C -5.01319 6.04541 3.07410  -2.07
C -2.94409 3.21274 6.22783  -1.47
H -4.86954 5.09491 6.69677  0.36
H -5.66239 3.55291 6.62146  0.44
H -6.01520 4.60400 5.37374  0.35
H -3.63664 1.87517 4.05318  -0.36
H -4.97841 1.67646 5.08126  0.51
H -6.28141 3.31044 3.70386  0.55
H -5.84111 1.96288 2.81041  0.43
H -5.25494 3.97157 1.48499  0.69
H -3.74731 3.10210 2.03524  -0.69
H -2.51678 6.39952 2.30431  0.60
H -2.06985 4.62926 2.15525  -0.16
H -3.12559 5.40267 0.99227  0.67
H -4.61118 6.89772 3.62755  0.37
H -5.13007 6.27902 2.02222  0.53
H -5.99533 5.78837 3.48134  0.29
H -3.40236 2.44542 6.90497  0.30
H -2.57329 3.93130 6.95851  0.40
H -2.04674 2.74013 5.83053  0.00
H -1.87453 5.71527 4.65029  0.25

Atoms 1-6, force components in eV/Å:
-0.9 0.8 -1.7
0.1 1.5 0.1
0.2 -0.1 -0.7
1.0 -0.6 -0.6
-0.4 1.9 1.3
-1.4 0.5 0.3

- HOMO-LUMO gap (eV) = 6.5344
- electronic energy (Eh) = -5484.31068
- total charge = -1
- E_HOMO (eV) = -5.0